Here is a cluster of 4 separate species, C12H23BFN4O10 in total from OMol25. Energies are from wB97M-V/def2-TZVPD.

highest occupied orbital energy	-0.45880	Ha
total charge	+1
max |F|	0.1281	hartree/bohr

Last column: natural (NBO) charge in e.
Positions of all 51 atoms, in Å:
C 4.518 0.683 -0.109  -0.469
N 4.628 1.317 -1.478  -0.727
C 4.559 2.823 -1.345  -0.439
B 3.593 0.782 -2.450  1.287
O 3.990 -0.412 -3.273  -0.908
N 2.228 1.406 -2.665  -0.771
C 1.357 1.372 -1.429  0.804
N 1.255 0.228 -0.628  -0.941
N 0.462 2.539 -0.960  -0.262
F 1.140 3.378 -0.143  -0.184
H 3.984 -0.367 -0.247  0.247
H 5.582 0.450 0.370  0.242
H 3.912 1.348 0.669  0.184
H 5.618 3.252 -1.024  0.249
H 4.360 3.249 -2.429  0.190
H 3.712 3.122 -0.582  0.185
H 4.017 -1.176 -2.625  0.522
H 2.298 2.355 -3.093  0.440
H 0.545 -0.488 -0.967  0.480
H 1.767 0.127 0.278  0.487
H 0.027 3.024 -1.775  0.365
C 1.411 -4.208 2.254  -0.101
C 0.570 -2.979 2.378  -0.121
O 1.321 -2.000 1.686  -0.501
C 2.125 -2.665 0.805  0.992
O 2.782 -2.126 -0.070  -0.645
O 2.097 -4.011 1.031  -0.463
H 0.811 -5.121 2.218  0.218
H 2.145 -4.296 3.061  0.188
H -0.404 -3.088 1.890  0.232
H 0.415 -2.684 3.419  0.205
C -4.243 -2.173 1.786  -0.121
C -4.726 -2.209 0.372  -0.103
O -3.530 -2.149 -0.382  -0.481
C -2.530 -2.614 0.423  0.983
O -1.397 -2.859 0.042  -0.631
O -2.963 -2.770 1.708  -0.487
H -4.893 -2.736 2.462  0.201
H -4.135 -1.152 2.165  0.238
H -5.248 -3.142 0.132  0.188
H -5.378 -1.365 0.133  0.217
C -2.979 3.039 -0.626  -0.101
C -4.396 3.451 -0.391  -0.105
O -4.996 2.276 0.121  -0.468
C -3.994 1.522 0.662  0.988
O -4.173 0.524 1.340  -0.616
O -2.768 2.031 0.346  -0.480
H -2.276 3.865 -0.486  0.202
H -2.828 2.607 -1.621  0.178
H -4.481 4.247 0.357  0.196
H -4.893 3.772 -1.310  0.215

---

Here is an isolated molecule of C2H3N3O3 from OMol25. Energies are from wB97M-V/def2-TZVPD.

highest occupied orbital energy	-0.37321	Ha
ΔE to the lowest compared entry with this formula, charge and spin	288.1	kJ/mol
total charge	0
max |F|	0.1048	hartree/bohr
structure (SMILES)	[H]/N=C1\NOC(=O)NO1

Last column: natural (NBO) charge in e.
Positions of all 11 atoms, in Å:
H 2.481 -1.096 1.087  0.359
N 1.620 -1.538 0.734  -0.666
C 0.633 -0.705 0.479  0.609
N 0.430 0.722 0.909  -0.301
O 0.218 1.377 -0.444  -0.357
C -0.910 0.882 -0.913  0.829
O -1.500 1.417 -1.863  -0.575
N -1.522 -0.187 -0.197  -0.366
O -0.540 -1.209 0.066  -0.332
H 1.474 0.962 0.807  0.374
H -2.384 -0.624 -0.665  0.428